Run 1
Entry from OMol25: 2 unconnected molecules or ions with the total composition C5H13NO (the ωB97M-V functional and the def2-TZVPD basis).

Each atom is followed by the atoms it is bonded to, with distances in Å.
Cartesian coordinates (Å):
1 C 1.167 0.228 -3.427  C2 1.325, H7 1.087, H8 1.091
2 C 0.676 0.527 -2.234  C1 1.325, C3 1.514, H9 1.070
3 C 0.886 -0.371 -1.034  C2 1.514, C4 1.549, H10 1.082, H11 1.087
4 C 0.397 0.245 0.301  C3 1.549, C5 1.538, H12 1.086, H13 1.090
5 C -1.125 0.105 0.468  C4 1.538, N6 1.481, H14 1.077, H15 1.097
6 N -1.952 1.315 0.255  C5 1.481, H16 1.018, H17 1.022
7 H 1.145 0.883 -4.294  C1 1.087
8 H 1.776 -0.653 -3.636  C1 1.091
9 H 0.281 1.513 -2.102  C2 1.070
10 H 1.945 -0.562 -0.919  C3 1.082
11 H 0.290 -1.263 -1.210  C3 1.087
12 H 0.844 -0.286 1.136  C4 1.086
13 H 0.679 1.297 0.319  C4 1.090
14 H -1.572 -0.669 -0.133  C5 1.077
15 H -1.406 -0.223 1.476  C5 1.097
16 H -1.812 1.601 -0.712  N6 1.018
17 H -1.479 2.116 0.680  N6 1.022
18 O -0.314 -2.062 5.382  H19 0.962, H20 0.968
19 H -0.019 -1.183 5.128  O18 0.962
20 H -0.409 -2.559 4.556  O18 0.968

Properties
SMILES: C=CCCCN.O
HOMO in eV: -9.560
HOMO-LUMO gap in eV: 10.155

So, what does the natural (NBO) scheme give us? The charges, in e, come out as:
1 C -0.3829
2 C -0.1881
3 C -0.4421
4 C -0.4136
5 C -0.2292
6 N -0.8066
7 H 0.1969
8 H 0.1870
9 H 0.1913
10 H 0.2173
11 H 0.2141
12 H 0.2077
13 H 0.1984
14 H 0.1900
15 H 0.1849
16 H 0.3370
17 H 0.3375
18 O -0.9375
19 H 0.4686
20 H 0.4692


Run 2
Entry from OMol25: C5H13NO in the gas phase (the ωB97M-V functional and the def2-TZVPD basis).

Each atom is followed by the atoms it is bonded to, with distances in Å.
Cartesian coordinates (Å):
1 C -0.127 -1.545 -1.276  N2 1.488, H8 1.089, H9 1.080, H10 1.095
2 N 0.933 -0.937 -0.428  C1 1.488, C3 1.482, C4 1.461
3 C 1.333 -1.869 0.652  N2 1.482, H11 1.088, H12 1.093, H13 1.100
4 C 0.770 0.440 0.032  N2 1.461, C5 1.562, H14 1.095, H15 1.095
5 C -0.681 0.790 0.493  C4 1.562, C6 1.531, H16 1.082, H17 1.105
6 C -0.956 2.294 0.582  C5 1.531, O7 1.433, H18 1.094, H19 1.087
7 O -1.816 2.692 -0.493  C6 1.433, H20 0.966
8 H 0.453 -2.054 -2.045  C1 1.089
9 H -0.803 -2.237 -0.795  C1 1.080
10 H -0.674 -0.730 -1.762  C1 1.095
11 H 1.060 -1.553 1.657  C3 1.088
12 H 1.017 -2.856 0.308  C3 1.093
13 H 2.428 -1.971 0.612  C3 1.100
14 H 1.164 1.088 -0.758  C4 1.095
15 H 1.436 0.528 0.898  C4 1.095
16 H -1.448 0.250 -0.046  C5 1.082
17 H -0.698 0.338 1.501  C5 1.105
18 H -0.009 2.839 0.622  C6 1.094
19 H -1.583 2.450 1.456  C6 1.087
20 H -1.801 2.042 -1.209  O7 0.966

Properties
SMILES: CN(C)CCCO
HOMO in eV: -8.180
HOMO-LUMO gap in eV: 9.092

So, what does the natural (NBO) scheme give us? The charges, in e, come out as:
1 C -0.4239
2 N -0.4548
3 C -0.4222
4 C -0.2069
5 C -0.4593
6 C -0.0604
7 O -0.7252
8 H 0.2025
9 H 0.1823
10 H 0.1904
11 H 0.1827
12 H 0.1988
13 H 0.1915
14 H 0.1876
15 H 0.1951
16 H 0.2073
17 H 0.2062
18 H 0.1667
19 H 0.1776
20 H 0.4637


Run 3
Entry from OMol25: 2 unconnected molecules or ions with the total composition C5H13NO (the ωB97M-V functional and the def2-TZVPD basis).

Each atom is followed by the atoms it is bonded to, with distances in Å.
Cartesian coordinates (Å):
1 C 0.036 -1.800 -1.301  C2 1.371, H7 1.083, H8 1.092
2 C -0.339 -0.516 -1.002  C1 1.371, N3 1.402, C4 1.545
3 N -0.589 -0.247 0.351  C2 1.402, H9 0.996, H10 1.010
4 C 0.385 0.583 -1.811  C2 1.545, C5 1.520, H11 1.092, H12 1.101
5 C 1.818 0.721 -1.320  C4 1.520, C6 1.587, H13 1.083, H14 1.101
6 C 2.040 1.284 0.147  C5 1.587, H15 1.097, H16 1.081, H17 1.099
7 H 0.642 -1.961 -2.184  C1 1.083
8 H 0.031 -2.487 -0.451  C1 1.092
9 H -0.652 0.599 0.873  N3 0.996
10 H -1.139 -1.028 0.677  N3 1.010
11 H 0.316 0.393 -2.883  C4 1.092
12 H -0.198 1.502 -1.644  C4 1.101
13 H 2.403 -0.172 -1.141  C5 1.083
14 H 2.360 1.346 -2.047  C5 1.101
15 H 1.425 2.149 0.424  C6 1.097
16 H 1.941 0.513 0.898  C6 1.081
17 H 3.057 1.662 -0.032  C6 1.099
18 O -4.614 -0.632 4.469  H19 0.965, H20 0.948
19 H -4.724 -1.577 4.306  O18 0.965
20 H -4.199 -0.330 3.672  O18 0.948

Properties
SMILES: C=C(N)CCC.O
HOMO in eV: -7.859
HOMO-LUMO gap in eV: 8.407

So, what does the natural (NBO) scheme give us? The charges, in e, come out as:
1 C -0.5271
2 C 0.2095
3 N -0.8556
4 C -0.4492
5 C -0.3878
6 C -0.6163
7 H 0.2059
8 H 0.1876
9 H 0.3982
10 H 0.3782
11 H 0.2242
12 H 0.2006
13 H 0.2144
14 H 0.1984
15 H 0.1907
16 H 0.2145
17 H 0.2139
18 O -0.9296
19 H 0.4662
20 H 0.4633


Run 4
Entry from OMol25: 2 unconnected molecules or ions with the total composition C5H13NO (the ωB97M-V functional and the def2-TZVPD basis).

Each atom is followed by the atoms it is bonded to, with distances in Å.
Cartesian coordinates (Å):
1 C 0.983 -2.150 -1.151  C2 1.339, H5 1.078, H6 1.079
2 C 0.004 -2.237 -0.242  C1 1.339, C3 1.501, N4 1.413
3 C -1.053 -1.186 -0.064  C2 1.501, H7 1.091, H8 1.094, H9 1.089
4 N -0.135 -3.367 0.595  C2 1.413, H10 1.004, H11 1.005
5 H 1.832 -2.812 -1.139  C1 1.078
6 H 0.922 -1.378 -1.903  C1 1.079
7 H -0.784 -0.434 0.679  C3 1.091
8 H -1.976 -1.639 0.311  C3 1.094
9 H -1.294 -0.648 -0.980  C3 1.089
10 H -1.078 -3.565 0.876  N4 1.004
11 H 0.395 -4.109 0.170  N4 1.005
12 C 0.971 2.423 -0.371  C13 1.520, H15 1.090, H16 1.091, H17 1.087
13 C -0.189 2.398 0.611  C12 1.520, O14 1.423, H18 1.095, H19 1.094
14 O -0.396 3.752 0.997  C13 1.423, H20 0.960
15 H 1.830 2.862 0.136  C12 1.090
16 H 1.247 1.421 -0.701  C12 1.091
17 H 0.700 3.044 -1.221  C12 1.087
18 H 0.098 1.812 1.491  C13 1.095
19 H -1.097 1.997 0.151  C13 1.094
20 H -0.980 3.818 1.756  O14 0.960

Properties
SMILES: C=C(C)N.CCO
HOMO in eV: -8.203
HOMO-LUMO gap in eV: 9.073

So, what does the natural (NBO) scheme give us? The charges, in e, come out as:
1 C -0.5404
2 C 0.2057
3 C -0.6546
4 N -0.8218
5 H 0.1966
6 H 0.2031
7 H 0.2251
8 H 0.2017
9 H 0.2276
10 H 0.3769
11 H 0.3789
12 C -0.6248
13 C -0.0595
14 O -0.7336
15 H 0.2132
16 H 0.2134
17 H 0.2112
18 H 0.1568
19 H 0.1559
20 H 0.4688


Tell me which of them is the least stable. Sure, it is run 3.


Run 1
Entry from OMol25: C2H2N2O in the gas phase (the ωB97M-V functional and the def2-TZVPD basis).

Each atom is followed by the atoms it is bonded to, with distances in Å.
Cartesian coordinates (Å):
1 N -2.371 0.180 -0.060  C2 1.171
2 C -1.217 0.376 -0.053  N1 1.171, C3 1.377
3 C 0.156 0.400 0.051  C2 1.377, N4 1.270, O5 1.278
4 N 0.794 -0.686 -0.116  C3 1.270, H6 1.137, H7 1.074
5 O 0.496 1.630 -0.021  C3 1.278
6 H 0.340 -1.555 0.459  N4 1.137
7 H 1.802 -0.345 -0.261  N4 1.074

Properties
SMILES: N#CC(N)=O
HOMO in eV: -10.667
HOMO-LUMO gap in eV: 10.729

So, what does the natural (NBO) scheme give us? The charges, in e, come out as:
1 N -0.2611
2 C 0.1911
3 C 0.5091
4 N -0.7713
5 O -0.5587
6 H 0.4531
7 H 0.4378


Run 2
Entry from OMol25: C2H2N2O in the gas phase (the ωB97M-V functional and the def2-TZVPD basis).

Each atom is followed by the atoms it is bonded to, with distances in Å.
Cartesian coordinates (Å):
1 O -2.112 -0.549 -1.165  C2 1.204
2 C -0.961 -0.705 -0.847  O1 1.204, C3 1.466, H6 1.108
3 C -0.394 -0.385 0.466  C2 1.466, N4 1.193
4 N 0.402 0.443 0.792  C3 1.193, N5 1.232
5 N 1.152 1.316 1.231  N4 1.232, H7 1.024
6 H -0.200 -1.136 -1.526  C2 1.108
7 H 2.113 1.015 1.048  N5 1.024

Properties
HOMO in eV: -9.645
HOMO-LUMO gap in eV: 9.748

So, what does the natural (NBO) scheme give us? The charges, in e, come out as:
1 O -0.4840
2 C 0.3426
3 C 0.0744
4 N 0.0185
5 N -0.4321
6 H 0.1370
7 H 0.3436


Tell me which of them is the least stable. Sure, it is run 2.


Run 1
Entry from OMol25: 2 unconnected molecules or ions with the total composition C3H5Cl (the ωB97M-V functional and the def2-TZVPD basis).

Each atom is followed by the atoms it is bonded to, with distances in Å.
Cartesian coordinates (Å):
1 C 0.214 -0.271 -0.020  C2 1.315, C3 1.494
2 C 1.259 0.503 -0.217  C1 1.315, Cl4 1.688, H6 1.018
3 C -1.249 0.018 0.067  C1 1.494, H7 1.032, H8 1.058, H9 1.220
4 Cl 2.834 -0.065 -0.001  C2 1.688
5 H 0.589 -1.862 0.424  no bonds
6 H 1.336 1.477 -0.502  C2 1.018
7 H -1.687 -0.118 0.991  C3 1.032
8 H -1.351 1.050 -0.147  C3 1.058
9 H -1.945 -0.732 -0.596  C3 1.220

Properties
HOMO in eV: -9.398
HOMO-LUMO gap in eV: 10.159

So, what does the natural (NBO) scheme give us? The charges, in e, come out as:
1 C -0.0394
2 C -0.3192
3 C -0.6687
4 Cl 0.0115
5 H 0.1263
6 H 0.2199
7 H 0.2283
8 H 0.2182
9 H 0.2232


Run 2
Entry from OMol25: 2 unconnected molecules or ions with the total composition C3H5Cl (the ωB97M-V functional and the def2-TZVPD basis).

Each atom is followed by the atoms it is bonded to, with distances in Å.
Cartesian coordinates (Å):
1 C -1.106 1.668 -0.168  C2 1.317, H5 1.158, H6 1.083
2 C -1.415 0.389 -0.107  C1 1.317, Cl4 1.726
3 C 0.591 -1.409 -0.006  H7 1.118, H8 1.125, H9 1.121
4 Cl -2.861 -0.528 0.108  C2 1.726
5 H -2.102 2.223 -0.374  C1 1.158
6 H -0.183 2.228 -0.094  C1 1.083
7 H 0.071 -1.581 0.969  C3 1.118
8 H 0.402 -2.034 -0.921  C3 1.125
9 H 1.437 -0.694 0.169  C3 1.121

Properties
HOMO (alpha / beta) in eV: -8.614 / -8.721
HOMO-LUMO gap (alpha / beta) in eV: 8.927 / 8.616

So, what does the natural (NBO) scheme give us? The charges, in e, come out as:
1 C -0.5498
2 C 0.0174
3 C -0.5390
4 Cl 0.0275
5 H 0.2134
6 H 0.2462
7 H 0.1905
8 H 0.2052
9 H 0.1884


Tell me which of them is the least stable. Sure, it is run 2.


Run 1
Entry from OMol25: 2 unconnected molecules or ions with the total composition C3H5Cl (the ωB97M-V functional and the def2-TZVPD basis).

Each atom is followed by the atoms it is bonded to, with distances in Å.
Cartesian coordinates (Å):
1 C 0.814 0.422 0.124  C2 1.520, C3 1.445, H5 1.153, H6 1.037
2 C 0.010 -0.811 -0.257  C1 1.520, C3 1.455, H7 1.055, H8 1.027
3 C -0.127 0.449 -0.973  C1 1.445, C2 1.455, Cl4 1.686
4 Cl 0.213 0.719 -2.602  C3 1.686
5 H 0.475 0.732 1.182  C1 1.153
6 H 1.754 0.742 -0.173  C1 1.037
7 H 0.365 -1.619 -0.834  C2 1.055
8 H -0.626 -0.981 0.531  C2 1.027
9 H -2.138 1.451 -0.750  no bonds

Properties
HOMO (alpha / beta) in eV: -8.331 / -9.729
HOMO-LUMO gap (alpha / beta) in eV: 8.076 / 9.617

So, what does the natural (NBO) scheme give us? The charges, in e, come out as:
1 C -0.4678
2 C -0.4526
3 C -0.0157
4 Cl 0.0516
5 H 0.2387
6 H 0.2289
7 H 0.2222
8 H 0.2321
9 H -0.0373


Run 2
Entry from OMol25: C3H5Cl in the gas phase (the ωB97M-V functional and the def2-TZVPD basis).

Each atom is followed by the atoms it is bonded to, with distances in Å.
Cartesian coordinates (Å):
1 C 0.138 1.377 0.129  C2 1.295, H5 1.050, H6 1.138
2 C 0.611 0.181 -0.021  C1 1.295, C3 1.717, Cl4 1.707
3 C -0.525 -1.107 -0.025  C2 1.717, H7 1.105, H8 1.110, H9 1.074
4 Cl 2.240 -0.326 -0.091  C2 1.707
5 H 0.663 2.286 0.168  C1 1.050
6 H -0.973 1.620 0.106  C1 1.138
7 H -1.069 -1.396 0.893  C3 1.105
8 H -1.224 -0.749 -0.809  C3 1.110
9 H 0.139 -1.886 -0.351  C3 1.074

Properties
SMILES: C=C(C)Cl
HOMO in eV: -9.674
HOMO-LUMO gap in eV: 10.696

So, what does the natural (NBO) scheme give us? The charges, in e, come out as:
1 C -0.4354
2 C -0.0313
3 C -0.6266
4 Cl 0.0215
5 H 0.2063
6 H 0.2095
7 H 0.2248
8 H 0.2175
9 H 0.2137


Tell me which of them is the least stable. Sure, it is run 1.